Entry 1:
{
  "formula": "C56H98N14",
  "method": "the ωB97M-V functional and the def2-TZVPD basis",
  "orbital_gap_ev": 10.88,
  "e_lumo_ev": 0.085,
  "e_above_lowest_kcal_mol": 120.9,
  "elements": ["C", "C", "C", "C", "N", "H", "H", "H", "H", "H", "H", "H", "C", "C", "C", "C", "N", "H", "H", "H", "H", "H", "H", "H", "C", "C", "C", "C", "N", "H", "H", "H", "H", "H", "H", "H", "C", "C", "C", "C", "N", "H", "H", "H", "H", "H", "H", "H", "C", "C", "C", "C", "N", "H", "H", "H", "H", "H", "H", "H", "C", "C", "C", "C", "N", "H", "H", "H", "H", "H", "H", "H", "C", "C", "C", "C", "N", "H", "H", "H", "H", "H", "H", "H", "C", "C", "C", "C", "N", "H", "H", "H", "H", "H", "H", "H", "C", "C", "C", "C", "N", "H", "H", "H", "H", "H", "H", "H", "C", "C", "C", "C", "N", "H", "H", "H", "H", "H", "H", "H", "C", "C", "C", "C", "N", "H", "H", "H", "H", "H", "H", "H", "C", "C", "C", "C", "N", "H", "H", "H", "H", "H", "H", "H", "C", "C", "C", "C", "N", "H", "H", "H", "H", "H", "H", "H", "C", "C", "C", "C", "N", "H", "H", "H", "H", "H", "H", "H"],
  "positions_angstrom": [[-10.041, 12.863, -0.079], [-11.024, 14.076, -0.331], [-10.415, 15.151, -1.219], [-9.199, 15.831, -0.740], [-8.241, 16.416, -0.306], [-9.255, 13.248, 0.571], [-9.671, 12.356, -0.970], [-10.494, 12.050, 0.487], [-11.300, 14.498, 0.636], [-11.864, 13.748, -0.942], [-11.201, 15.900, -1.310], [-10.272, 14.840, -2.254], [-6.391, 22.679, -10.066], [-5.328, 21.628, -9.811], [-4.870, 21.485, -8.336], [-5.927, 21.617, -7.337], [-6.803, 21.667, -6.593], [-6.419, 22.991, -11.110], [-5.834, 23.531, -9.677], [-7.337, 22.664, -9.524], [-4.503, 21.689, -10.520], [-5.748, 20.656, -10.068], [-4.210, 22.333, -8.151], [-4.233, 20.622, -8.140], [-1.813, 20.990, -3.955], [-1.126, 19.620, -3.718], [-1.911, 18.461, -4.304], [-1.010, 17.327, -4.489], [-0.324, 16.410, -4.612], [-1.765, 21.143, -5.033], [-1.198, 21.742, -3.461], [-2.857, 21.126, -3.672], [-1.128, 19.528, -2.632], [-0.081, 19.726, -4.008], [-2.386, 18.696, -5.256], [-2.660, 18.185, -3.562], [-6.548, 14.492, -2.995], [-5.263, 14.030, -3.598], [-4.029, 14.713, -3.036], [-2.805, 14.070, -3.485], [-1.788, 13.622, -3.832], [-7.467, 13.928, -3.149], [-6.823, 15.489, -3.339], [-6.489, 14.366, -1.914], [-5.227, 14.300, -4.654], [-5.180, 12.953, -3.451], [-3.960, 14.523, -1.965], [-3.989, 15.777, -3.271], [-4.214, 26.274, 3.374], [-5.399, 25.274, 3.165], [-5.252, 24.250, 1.969], [-5.415, 24.838, 0.641], [-5.610, 25.310, -0.424], [-3.274, 25.743, 3.528], [-4.437, 26.946, 4.203], [-4.073, 26.975, 2.552], [-6.286, 25.904, 3.093], [-5.478, 24.687, 4.080], [-5.902, 23.382, 2.084], [-4.241, 23.846, 2.000], [-6.092, 17.797, -6.284], [-6.681, 16.615, -6.921], [-8.279, 16.435, -6.834], [-8.890, 16.429, -5.479], [-9.425, 16.430, -4.463], [-5.069, 17.907, -6.642], [-6.127, 17.638, -5.206], [-6.519, 18.783, -6.470], [-6.091, 15.715, -6.749], [-6.416, 16.742, -7.970], [-8.652, 15.571, -7.384], [-8.716, 17.352, -7.228], [-5.153, 17.920, 2.415], [-5.180, 16.472, 1.898], [-4.097, 15.910, 0.933], [-4.086, 16.693, -0.292], [-4.080, 17.294, -1.320], [-5.963, 18.212, 3.083], [-5.345, 18.562, 1.555], [-4.174, 18.089, 2.864], [-6.128, 16.263, 1.402], [-5.260, 15.837, 2.780], [-4.209, 14.857, 0.673], [-3.149, 15.945, 1.470], [-9.413, 25.542, 0.231], [-9.713, 24.136, 0.738], [-10.429, 24.110, 2.065], [-9.905, 25.014, 3.117], [-9.505, 25.731, 3.919], [-8.871, 26.133, 0.969], [-10.277, 26.113, -0.109], [-8.874, 25.453, -0.712], [-8.779, 23.588, 0.863], [-10.262, 23.701, -0.097], [-10.417, 23.147, 2.575], [-11.444, 24.455, 1.866], [-10.517, 19.219, 3.246], [-9.472, 19.288, 2.115], [-10.211, 19.455, 0.765], [-11.073, 20.658, 0.633], [-11.732, 21.630, 0.541], [-10.978, 20.204, 3.315], [-10.180, 19.114, 4.277], [-11.147, 18.343, 3.091], [-8.846, 18.407, 1.977], [-8.795, 20.111, 2.344], [-10.963, 18.666, 0.745], [-9.530, 19.367, -0.081], [-6.878, 19.223, -2.422], [-7.817, 20.465, -2.592], [-7.341, 21.762, -1.953], [-7.128, 21.579, -0.452], [-7.001, 21.460, 0.676], [-7.326, 18.352, -2.901], [-6.538, 18.902, -1.437], [-5.902, 19.528, -2.800], [-8.762, 20.215, -2.109], [-7.973, 20.672, -3.651], [-7.940, 22.622, -2.252], [-6.314, 21.827, -2.312], [-0.790, 20.893, 4.385], [-0.491, 21.519, 2.994], [-1.558, 21.382, 1.830], [-1.706, 19.973, 1.532], [-1.851, 18.829, 1.339], [0.049, 21.087, 5.052], [-0.952, 19.822, 4.268], [-1.652, 21.334, 4.886], [0.438, 21.079, 2.633], [-0.344, 22.590, 3.138], [-1.228, 21.794, 0.876], [-2.526, 21.750, 2.170], [-10.566, 21.305, -7.076], [-10.042, 20.493, -5.915], [-10.904, 19.321, -5.519], [-11.174, 18.363, -6.625], [-11.452, 17.622, -7.444], [-9.750, 21.936, -7.429], [-11.361, 21.998, -6.798], [-10.862, 20.641, -7.888], [-9.911, 21.209, -5.104], [-9.022, 20.199, -6.165], [-11.779, 19.647, -4.957], [-10.369, 18.702, -4.799], [-6.500, 24.750, -4.501], [-6.896, 25.592, -5.704], [-8.397, 26.071, -5.780], [-8.458, 27.342, -6.547], [-8.507, 28.331, -7.082], [-7.207, 23.944, -4.304], [-6.499, 25.368, -3.603], [-5.501, 24.356, -4.687], [-6.615, 25.061, -6.613], [-6.165, 26.400, -5.721], [-8.726, 26.265, -4.760], [-9.071, 25.295, -6.144], [-13.794, 15.992, -3.936], [-14.203, 17.505, -4.047], [-14.747, 18.240, -2.880], [-13.722, 18.418, -1.820], [-12.954, 18.486, -0.988], [-14.561, 15.235, -4.103], [-13.488, 15.937, -2.892], [-12.893, 15.818, -4.525], [-14.890, 17.477, -4.893], [-13.295, 18.060, -4.279], [-15.579, 17.697, -2.432], [-15.146, 19.237, -3.067]]
}

---

Entry 2:
{
  "formula": "C19H15ClN2O3",
  "method": "the ωB97M-V functional and the def2-TZVPD basis",
  "orbital_gap_ev": 8.60,
  "e_lumo_ev": -0.207,
  "e_above_lowest_kcal_mol": 75.7,
  "smiles": "CCCc1cc(-c2ccc(Oc3ccc(C#N)cc3O)c(Cl)c2)no1",
  "elements": ["C", "C", "C", "C", "C", "C", "C", "C", "C", "C", "O", "C", "C", "C", "C", "C", "N", "C", "C", "O", "C", "Cl", "C", "N", "O", "H", "H", "H", "H", "H", "H", "H", "H", "H", "H", "H", "H", "H", "H", "H"],
  "positions_angstrom": [[6.396, 4.312, 2.352], [5.163, 3.301, 2.311], [4.647, 3.119, 0.839], [3.838, 1.834, 0.572], [2.550, 1.856, 0.412], [2.093, 0.527, 0.390], [0.709, 0.149, 0.197], [0.243, -1.038, 0.719], [-0.991, -1.400, 0.526], [-1.987, -0.598, -0.159], [-3.375, -1.015, -0.187], [-3.954, -1.964, -0.996], [-3.226, -2.776, -1.819], [-3.746, -3.861, -2.428], [-5.138, -4.108, -2.260], [-5.742, -5.232, -3.022], [-6.268, -6.045, -3.706], [-5.954, -3.261, -1.422], [-5.345, -2.207, -0.795], [-6.057, -1.462, 0.055], [-1.556, 0.695, -0.528], [-2.643, 1.860, -1.212], [-0.235, 1.099, -0.305], [3.088, -0.285, 0.414], [4.260, 0.577, 0.396], [7.190, 4.105, 1.618], [6.088, 5.345, 2.166], [6.848, 4.198, 3.386], [4.228, 3.532, 3.029], [5.524, 2.284, 2.358], [5.408, 2.974, 0.066], [4.132, 4.136, 0.687], [1.950, 2.690, 0.219], [0.778, -1.646, 1.385], [-1.251, -2.274, 1.054], [-2.119, -2.787, -1.773], [-3.185, -4.590, -2.993], [-6.987, -3.508, -1.249], [-5.475, -0.692, 0.309], [0.101, 2.160, -0.606]]
}

---

Entry 3:
{
  "formula": "C22H30O3OsS3",
  "method": "the ωB97M-V functional and the def2-TZVPD basis",
  "orbital_gap_ev": [8.10, 5.76],
  "e_lumo_ev": [-5.876, -8.549],
  "spin_multiplicity": 5,
  "e_above_lowest_kcal_mol": 0.0,
  "s2": 6.018,
  "charge": 2,
  "elements": ["Os", "C", "C", "S", "C", "C", "S", "H", "H", "H", "H", "H", "H", "C", "O", "C", "C", "O", "C", "H", "H", "H", "H", "H", "H", "H", "H", "H", "H", "O", "S", "C", "C", "C", "C", "C", "C", "C", "C", "C", "C", "C", "C", "C", "C", "H", "H", "H", "H", "H", "H", "H", "H", "H", "H", "H", "H", "H", "H"],
  "positions_angstrom": [[-0.418, 1.481, -0.048], [3.496, 3.386, -1.606], [2.103, 3.086, -1.152], [1.748, 1.452, -0.829], [1.146, 4.088, -0.982], [1.449, 5.535, -1.156], [-0.492, 3.715, -0.576], [4.081, 2.476, -1.712], [3.999, 4.041, -0.891], [3.479, 3.901, -2.568], [2.377, 5.702, -1.696], [1.541, 6.004, -0.171], [0.632, 6.041, -1.672], [-3.434, 2.421, 0.526], [-2.320, 1.601, 0.967], [-2.272, 1.385, 2.406], [-1.055, 2.090, 2.951], [0.106, 1.621, 2.253], [0.782, 0.525, 2.904], [-3.424, 3.373, 1.055], [-4.359, 1.883, 0.721], [-3.313, 2.585, -0.540], [-2.225, 0.308, 2.566], [-3.187, 1.772, 2.852], [-0.951, 1.914, 4.022], [-1.118, 3.165, 2.774], [1.223, 0.883, 3.833], [1.562, 0.180, 2.228], [0.086, -0.290, 3.108], [-0.617, -0.526, -0.317], [-1.379, -1.683, 0.399], [-2.601, -2.225, -0.837], [-2.021, -2.552, -2.175], [-1.739, -3.873, -2.515], [-1.196, -4.174, -3.754], [-0.933, -3.156, -4.661], [-1.224, -1.839, -4.333], [-1.767, -1.538, -3.094], [-0.170, -3.017, 0.327], [1.040, -2.663, 1.142], [1.090, -2.955, 2.502], [2.223, -2.642, 3.240], [3.307, -2.031, 2.622], [3.260, -1.736, 1.266], [2.128, -2.052, 0.526], [-3.318, -1.403, -0.872], [-3.089, -3.078, -0.358], [-1.966, -4.674, -1.819], [-0.990, -5.203, -4.018], [-0.518, -3.392, -5.631], [-1.041, -1.049, -5.049], [-2.018, -0.512, -2.849], [0.059, -3.165, -0.729], [-0.698, -3.893, 0.713], [0.257, -3.458, 2.981], [2.268, -2.895, 4.291], [4.197, -1.805, 3.194], [4.114, -1.283, 0.779], [2.100, -1.850, -0.539]]
}

---

Entry 4:
{
  "formula": "C24H30MnNO5",
  "method": "the ωB97M-V functional and the def2-TZVPD basis",
  "orbital_gap_ev": [4.62, 4.81],
  "e_lumo_ev": [1.938, 1.938],
  "spin_multiplicity": 4,
  "s2": 3.850,
  "charge": -1,
  "elements": ["C", "C", "C", "C", "H", "H", "C", "H", "H", "C", "H", "H", "C", "C", "C", "O", "O", "O", "O", "C", "H", "H", "H", "C", "H", "H", "H", "O", "H", "H", "C", "C", "H", "H", "H", "H", "H", "H", "Mn", "C", "C", "C", "H", "C", "C", "H", "H", "H", "H", "C", "C", "C", "H", "C", "C", "H", "H", "H", "H", "N", "C"],
  "positions_angstrom": [[0.219, -0.224, -3.437], [-0.165, -0.786, -2.050], [0.061, 1.307, -3.323], [-1.062, 1.476, -2.283], [-0.193, 1.704, -4.314], [1.013, 1.752, -2.991], [-1.338, 0.078, -1.640], [0.702, -0.652, -1.385], [-0.398, -1.851, -2.125], [-1.500, 0.320, -0.147], [-2.254, -0.363, -2.058], [-1.976, 1.812, -2.800], [-0.813, 2.393, -1.031], [1.567, -0.707, -3.939], [-0.626, -0.814, -4.569], [-0.956, -0.216, -5.570], [2.402, -1.269, -3.255], [1.700, -0.548, -5.267], [-0.941, -2.098, -4.282], [-0.678, -3.125, -5.243], [-0.314, -3.964, -4.643], [0.083, -2.810, -5.968], [-1.605, -3.386, -5.751], [2.974, -0.912, -5.784], [3.776, -0.379, -5.264], [2.940, -0.633, -6.837], [3.138, -1.986, -5.655], [-1.419, 1.725, 0.113], [-0.726, -0.170, 0.466], [-2.479, -0.044, 0.190], [-1.499, 3.745, -1.228], [0.667, 2.607, -0.700], [1.156, 3.234, -1.455], [1.200, 1.653, -0.604], [0.739, 3.117, 0.269], [-1.375, 4.370, -0.335], [-2.569, 3.611, -1.437], [-1.048, 4.267, -2.084], [-0.025, -0.286, 4.905], [-2.181, -0.257, 5.477], [-2.295, 0.111, 4.098], [-1.633, -0.879, 3.336], [-2.781, 0.992, 3.671], [-1.174, -1.920, 4.209], [-1.567, -1.566, 5.557], [-1.487, -2.199, 6.431], [-2.597, 0.264, 6.334], [-1.599, -0.920, 2.255], [-0.684, -2.834, 3.885], [2.401, 0.671, 4.548], [2.202, -0.335, 5.549], [1.664, -1.515, 4.906], [2.569, -0.324, 6.579], [1.373, -1.132, 3.523], [1.888, 0.183, 3.311], [1.973, 0.652, 2.331], [2.907, 1.613, 4.693], [1.622, -2.513, 5.324], [1.053, -1.815, 2.750], [-0.037, 1.113, 7.918], [0.008, 0.665, 6.824]]
}

---

Entry 5:
{
  "formula": "C21H18Cl2N2O3",
  "method": "the ωB97M-V functional and the def2-TZVPD basis",
  "orbital_gap_ev": 9.11,
  "e_lumo_ev": 0.190,
  "e_above_lowest_kcal_mol": 123.3,
  "smiles": "O=C1C[C@@H]2c3ccccc3CCN2C(=O)[C@@H]1/C=N\\OCc1ccc(Cl)cc1Cl",
  "elements": ["O", "C", "C", "C", "C", "C", "C", "C", "C", "C", "C", "C", "N", "C", "O", "C", "C", "N", "O", "C", "C", "C", "C", "C", "Cl", "C", "C", "Cl", "H", "H", "H", "H", "H", "H", "H", "H", "H", "H", "H", "H", "H", "H", "H", "H", "H", "H"],
  "positions_angstrom": [[0.327, 2.692, -0.012], [0.400, 1.596, 0.512], [0.650, 1.431, 1.976], [0.689, -0.090, 2.526], [1.954, -0.929, 2.344], [3.235, -0.349, 2.335], [4.353, -1.146, 2.240], [4.309, -2.540, 2.178], [3.035, -3.100, 2.298], [1.863, -2.365, 2.266], [0.496, -3.000, 2.335], [-0.605, -2.089, 2.763], [-0.571, -0.714, 2.093], [-1.112, -0.508, 0.790], [-1.748, -1.397, 0.218], [-0.432, 0.473, -0.222], [0.475, -0.425, -0.980], [1.028, 0.037, -2.181], [0.464, 1.294, -2.694], [-0.295, 1.234, -3.936], [-1.705, 1.744, -3.642], [-1.945, 2.837, -2.805], [-3.156, 3.177, -2.322], [-4.308, 2.417, -2.632], [-5.837, 2.937, -2.153], [-4.152, 1.353, -3.669], [-2.811, 0.967, -4.076], [-2.570, -0.419, -5.119], [-0.220, 1.864, 2.512], [1.571, 1.940, 2.276], [0.616, 0.104, 3.623], [3.270, 0.688, 2.547], [5.351, -0.637, 2.362], [5.216, -3.055, 2.117], [3.081, -4.189, 2.306], [0.231, -3.258, 1.327], [0.428, -3.940, 2.985], [-1.554, -2.594, 2.661], [-0.499, -1.816, 3.880], [-1.141, 0.995, -0.882], [0.785, -1.517, -0.741], [0.300, 1.789, -4.684], [-0.202, 0.188, -4.277], [-1.077, 3.410, -2.531], [-3.221, 4.090, -1.759], [-4.963, 0.822, -4.156]]
}

---

Entry 6:
{
  "formula": "C2H8NO4",
  "method": "the ωB97M-V functional and the def2-TZVPD basis",
  "orbital_gap_ev": 8.53,
  "e_lumo_ev": 3.896,
  "e_above_lowest_kcal_mol": 42.6,
  "charge": -1,
  "elements": ["O", "C", "N", "C", "O", "H", "H", "H", "H", "H", "H", "O", "H", "H", "O"],
  "positions_angstrom": [[-3.295, 0.028, 0.813], [-2.400, 0.642, 0.125], [-1.520, -0.095, -0.606], [-0.001, 0.489, -0.830], [0.943, -0.319, -0.306], [-2.326, 1.733, 0.214], [-1.589, -1.022, -0.230], [0.126, 0.622, -1.893], [0.056, 1.462, -0.326], [3.185, -1.427, -1.491], [1.836, -1.372, -1.061], [2.427, -1.904, -1.592], [0.886, -0.038, 1.725], [0.657, 1.055, 2.751], [1.015, 0.146, 2.707]]
}

---

Entry 7:
{
  "formula": "C4H12N2S2",
  "method": "the ωB97M-V functional and the def2-TZVPD basis",
  "orbital_gap_ev": 9.69,
  "e_lumo_ev": 0.756,
  "e_above_lowest_kcal_mol": 36.7,
  "smiles": "NCCSSCCN",
  "elements": ["N", "C", "C", "S", "S", "C", "C", "N", "H", "H", "H", "H", "H", "H", "H", "H", "H", "H", "H", "H"],
  "positions_angstrom": [[2.964, -1.841, 1.610], [2.608, -0.327, 1.597], [2.041, 0.177, 0.335], [0.481, -0.797, -0.249], [-1.071, -0.238, 0.743], [-1.954, 1.113, -0.135], [-2.118, 0.771, -1.676], [-2.318, 2.033, -2.452], [2.006, -2.302, 1.320], [3.401, -1.989, 0.681], [1.821, -0.260, 2.437], [3.448, 0.142, 2.084], [1.946, 1.290, 0.366], [2.639, -0.057, -0.568], [-1.302, 2.053, -0.011], [-2.912, 1.273, 0.428], [-2.899, -0.021, -1.805], [-1.031, 0.398, -2.142], [-2.580, 1.874, -3.476], [-3.090, 2.408, -2.052]]
}

---

Entry 8:
{
  "formula": "H16O8",
  "method": "the ωB97M-V functional and the def2-TZVPD basis",
  "orbital_gap_ev": 10.64,
  "e_lumo_ev": 0.251,
  "e_above_lowest_kcal_mol": 60.5,
  "smiles": "O.O.O.O.O.O.O.O",
  "elements": ["O", "H", "H", "O", "H", "H", "O", "H", "H", "O", "H", "H", "O", "H", "H", "O", "H", "H", "O", "H", "H", "O", "H", "H"],
  "positions_angstrom": [[0.130, 1.147, 2.309], [0.998, 1.503, 2.548], [-0.252, 0.896, 3.123], [-0.151, 0.058, -0.249], [-0.050, 0.543, 0.554], [0.605, -0.439, -0.540], [0.632, -1.025, -3.681], [0.249, -0.240, -3.387], [1.385, -0.659, -4.137], [1.755, -1.748, -0.864], [2.495, -2.082, -1.402], [1.155, -2.462, -0.697], [-1.324, -1.772, 1.358], [-1.193, -1.133, 0.652], [-2.174, -2.176, 1.311], [2.886, -0.271, 0.876], [2.838, 0.668, 0.712], [2.401, -0.652, 0.124], [-2.732, -0.800, -0.809], [-2.087, -0.119, -0.720], [-3.493, -0.381, -1.189], [-1.642, 3.698, 1.668], [-1.509, 4.283, 0.901], [-0.920, 3.164, 1.541]]
}

---

| no. | molar mass (g mol⁻¹) |
| --- | --- |
| 1 | 967.50 |
| 2 | 354.79 |
| 3 | 628.91 |
| 4 | 467.44 |
| 5 | 417.29 |
| 6 | 110.09 |
| 7 | 152.29 |
| 8 | 144.12 |